Record 1
16 unconnected molecules or ions with the total composition C54H134N6O16 at a distorted geometry, computed with ωB97M-V/def2-TZVPD.

Summary:
total energy	-3669.9383	hartree
LUMO	0.32	eV
charge	0
E_HOMO	-8.416	eV
energy relative to the best compared isomer or geometry (same formula, charge and spin)	0.0	kcal per mole

Last column: Löwdin charge in e.
CARTESIAN COORDINATES (ANGSTROEM)
O1 19.025 19.798 11.496  -0.0770
H1 19.594 19.242 10.894  0.0788
H2 19.572 20.039 12.269  0.0057
O2 14.033 16.979 11.794  -0.0883
H3 14.142 17.166 12.766  0.0351
H4 13.928 17.865 11.426  0.0783
O3 17.325 16.819 11.045  -0.0558
H5 17.236 17.426 11.737  -0.0571
H6 16.624 17.122 10.392  0.0820
O4 14.556 18.305 14.096  -0.0651
H7 14.500 17.736 14.903  0.0297
H8 15.473 18.331 13.800  0.0068
O5 17.433 18.448 13.291  -0.0454
H9 18.046 18.924 12.759  -0.0268
H10 18.003 18.222 14.061  0.0815
O6 11.808 16.148 13.225  -0.0786
H11 12.276 16.675 12.557  0.0121
H12 11.777 15.234 12.863  0.0149
O7 11.996 15.661 16.087  -0.0617
H13 11.574 15.754 15.217  0.0248
H14 11.513 16.178 16.753  0.0689
O8 20.420 16.703 11.724  -0.0696
H15 20.557 15.838 11.312  0.0451
H16 19.620 16.998 11.238  0.0113
O9 14.581 16.617 16.465  -0.1050
H17 15.212 15.856 16.377  0.0322
H18 13.668 16.259 16.251  0.0173
O10 14.186 14.645 10.346  -0.0754
H19 15.114 14.490 10.381  0.0141
H20 14.080 15.535 10.806  0.0238
C1 20.743 23.123 14.997  -0.0235
C2 20.426 22.354 13.732  -0.4583
C3 21.403 22.672 12.603  -0.1362
C4 22.835 22.071 12.760  -0.1449
C5 22.740 20.551 12.964  -0.1432
C6 21.774 20.217 14.044  -0.5212
N1 20.421 20.781 13.819  -0.0957
O11 19.526 20.485 14.839  -0.0489
C7 21.607 18.680 14.186  -0.0125
C8 22.450 20.686 15.370  -0.0160
C9 19.021 22.801 13.221  -0.0233
H21 21.756 23.216 15.106  0.0273
H22 20.446 22.705 15.923  0.0654
H23 20.308 24.143 14.873  0.1165
H24 20.968 22.274 11.663  0.1226
H25 21.365 23.787 12.429  0.1365
H26 23.331 22.479 13.698  0.1144
H27 23.400 22.418 11.910  0.1017
H28 23.691 20.114 13.168  0.1161
H29 22.215 20.056 12.083  0.1448
H30 22.610 18.277 14.465  0.0950
H31 20.865 18.314 14.909  0.0843
H32 21.430 18.200 13.256  0.0371
H33 22.725 21.747 15.313  0.0587
H34 21.824 20.451 16.196  0.0451
H35 23.391 20.096 15.437  0.1054
H36 18.793 22.168 12.411  0.0462
H37 19.059 23.808 12.795  0.0915
H38 18.276 22.654 13.995  0.0885
H39 19.974 20.580 15.736  0.0849
C10 28.293 14.875 18.070  -0.0032
C11 26.721 14.823 18.320  -0.5207
C12 26.228 16.251 18.299  -0.1473
C13 24.690 16.320 18.285  -0.1451
C14 24.290 15.654 16.969  -0.1545
C15 24.737 14.260 16.949  -0.5710
N2 26.160 14.192 17.144  -0.0971
O12 26.634 12.874 17.095  -0.0501
C16 23.947 13.397 17.983  -0.0047
C17 24.400 13.741 15.569  -0.0372
C18 26.578 14.103 19.632  -0.0307
H40 28.871 14.870 18.939  0.0561
H41 28.499 15.792 17.506  0.0822
H42 28.536 14.069 17.408  0.0697
H43 26.792 16.919 18.985  0.1370
H44 26.497 16.727 17.393  0.0971
H45 24.414 17.373 18.427  0.1108
H46 24.363 15.830 19.158  0.0791
H47 24.726 16.205 16.123  0.1280
H48 23.231 15.629 16.731  0.1235
H49 22.986 13.133 17.497  0.0859
H50 24.507 12.439 18.047  0.0875
H51 23.700 13.880 18.910  0.0633
H52 24.853 14.447 14.785  0.1188
H53 24.732 12.712 15.376  0.0902
H54 23.358 13.728 15.387  0.0572
H55 25.560 13.836 19.847  0.0587
H56 26.924 14.904 20.305  0.1037
H57 27.246 13.242 19.742  0.0930
H58 26.362 12.350 17.924  0.1183
C19 16.125 14.399 13.573  0.0038
C20 16.096 12.984 14.264  -0.4546
C21 16.706 11.955 13.340  -0.1367
C22 18.210 12.138 13.200  -0.1716
C23 18.816 12.174 14.598  -0.1566
C24 18.253 13.201 15.557  -0.5200
N3 16.814 12.965 15.577  -0.0832
O13 16.262 13.838 16.526  -0.0251
C25 18.810 12.881 16.932  -0.0352
C26 18.799 14.654 15.112  0.0055
C27 14.644 12.582 14.542  -0.0180
H59 15.262 14.462 12.858  0.0831
H60 16.971 14.415 12.886  0.0584
H61 16.031 15.270 14.138  0.0526
H62 16.445 10.974 13.687  0.1146
H63 16.265 12.120 12.348  0.1295
H64 18.445 13.053 12.608  0.1063
H65 18.724 11.325 12.626  0.1227
H66 19.952 12.245 14.598  0.1438
H67 18.532 11.262 15.117  0.1104
H68 19.871 13.226 16.933  0.0866
H69 18.252 13.506 17.579  0.0569
H70 18.728 11.813 17.254  0.0992
H71 18.441 15.436 15.836  0.0928
H72 19.855 14.578 15.325  0.0564
H73 18.658 14.812 14.073  0.0415
H74 14.567 11.543 14.780  0.0473
H75 14.133 12.709 13.636  0.0503
H76 14.118 13.115 15.362  0.1039
H77 15.726 13.301 17.084  0.0898
C28 14.785 7.780 18.326  -0.0041
C29 14.458 9.203 17.764  -0.4929
C30 13.480 9.038 16.599  -0.1419
C31 12.115 8.784 17.149  -0.1926
C32 11.622 9.847 18.061  -0.1537
C33 12.539 9.907 19.246  -0.5078
N4 13.915 10.129 18.711  -0.0690
O14 14.842 10.343 19.784  -0.0079
C34 12.200 11.112 20.135  -0.0318
C35 12.384 8.643 20.128  -0.0252
C36 15.733 9.857 17.111  -0.0139
H78 13.927 7.223 18.215  0.0239
H79 15.089 7.936 19.376  0.0944
H80 15.546 7.375 17.665  0.0835
H81 13.583 9.939 16.028  0.0891
H82 13.830 8.232 15.916  0.1439
H83 12.133 7.800 17.685  0.1148
H84 11.414 8.696 16.319  0.1121
H85 10.610 9.716 18.392  0.1191
H86 11.593 10.862 17.615  0.1359
H87 12.829 11.028 21.013  0.0728
H88 12.466 12.019 19.669  0.0674
H89 11.163 11.099 20.539  0.1043
H90 13.267 8.699 20.748  0.0732
H91 11.481 8.524 20.741  0.0960
H92 12.581 7.691 19.641  0.0561
H93 16.190 9.174 16.395  0.0878
H94 16.502 10.208 17.745  0.0611
H95 15.411 10.666 16.527  0.0239
H96 14.848 11.261 19.953  0.0742
C37 11.383 12.973 9.106  -0.0262
C38 10.421 13.355 10.286  -0.5160
C39 9.030 12.699 10.034  -0.1247
C40 8.970 11.255 10.472  -0.2075
C41 9.419 10.991 11.864  -0.1521
C42 10.826 11.605 12.133  -0.4446
N5 10.783 13.018 11.659  -0.0671
O15 12.001 13.683 12.037  -0.0715
C43 10.879 11.592 13.668  -0.0384
C44 12.026 10.796 11.498  0.0078
C45 10.197 14.845 10.297  -0.0470
H97 12.376 13.511 9.195  0.0687
H98 10.954 13.479 8.137  0.1120
H99 11.453 11.876 8.808  0.0872
H100 8.345 13.242 10.705  0.1260
H101 8.706 12.951 9.069  0.1002
H102 9.535 10.607 9.788  0.1078
H103 7.944 10.854 10.459  0.1184
H104 9.328 9.970 12.216  0.1261
H105 8.751 11.617 12.511  0.1263
H106 11.162 10.547 13.895  0.0831
H107 11.552 12.179 14.273  0.0646
H108 9.947 11.861 14.138  0.0739
H109 12.370 10.122 12.225  0.0523
H110 11.779 10.308 10.578  0.0582
H111 12.861 11.439 11.166  0.0792
H112 11.173 15.400 10.405  0.0947
H113 9.663 15.193 11.148  0.0803
H114 9.746 15.237 9.417  0.0762
H115 12.657 13.453 11.346  0.0619
C46 19.945 21.657 21.424  -0.0299
C47 20.054 20.719 20.203  -0.4724
C48 21.277 19.777 20.474  -0.1315
C49 21.330 18.559 19.595  -0.1931
C50 19.983 17.887 19.686  -0.1570
C51 18.814 18.719 19.250  -0.5292
N6 18.827 19.890 20.138  -0.0376
O16 17.676 20.804 19.745  -0.0345
C52 18.951 19.054 17.752  -0.0202
C53 17.462 17.995 19.518  -0.0122
C54 20.299 21.512 18.871  -0.0210
H116 19.822 21.077 22.340  0.0841
H117 19.090 22.258 21.337  0.0579
H118 20.877 22.193 21.509  0.0815
H119 22.166 20.376 20.255  0.1231
H120 21.182 19.515 21.554  0.1308
H121 22.032 17.893 20.097  0.1124
H122 21.603 18.699 18.563  0.0943
H123 19.898 17.626 20.730  0.1216
H124 19.921 16.994 19.050  0.1337
H125 19.979 19.060 17.430  0.0450
H126 18.459 18.269 17.209  0.0752
H127 18.406 20.008 17.546  0.1042
H128 17.300 17.046 19.025  0.0754
H129 17.477 17.774 20.605  0.0920
H130 16.725 18.756 19.248  0.0816
H131 20.770 20.910 18.148  0.0214
H132 21.005 22.384 19.062  0.1145
H133 19.444 21.883 18.435  0.0432
H134 17.208 20.788 20.565  0.0771

=====

Record 2
A molecular structure, C28H57ClI3NO9PS at a distorted geometry, computed with ωB97M-V/def2-TZVPD.

Summary:
total energy	-3925.4341	hartree
LUMO	-2.64	eV
charge	+1
E_HOMO	-10.759	eV

Last column: Löwdin charge in e.
CARTESIAN COORDINATES (ANGSTROEM)
C1 0.760 -4.517 0.813  -0.2085
C2 -0.283 -3.441 0.749  -0.7377
I1 -1.194 -3.135 2.617  1.1323
C3 -0.589 -2.737 -0.345  -0.5630
I2 0.548 -3.219 -2.078  1.1582
C4 -1.647 -1.598 -0.458  -0.4830
O1 -1.631 -0.735 0.598  -0.1362
C5 -0.574 0.224 0.680  -0.1131
C6 0.795 -0.327 1.081  -0.4097
C7 1.561 0.669 1.933  -0.0107
O2 1.551 -0.793 -0.017  -0.0784
O3 -1.250 -0.884 -1.645  -0.1649
C8 -2.225 -0.186 -2.340  -0.7568
Cl1 -3.110 1.061 -1.403  0.8522
C9 -1.536 0.536 -3.529  -0.2007
S1 0.253 0.544 -3.538  0.6589
O4 0.616 1.282 -4.714  -0.3202
O5 0.698 1.061 -2.281  -0.3083
C10 -3.243 -1.197 -2.884  -0.3415
C11 -2.604 -2.307 -3.701  -0.0427
N1 -3.967 -1.703 -1.681  -0.1723
P1 -5.233 -3.001 -2.204  1.0527
C12 -5.917 -2.355 -3.790  -0.2494
C13 -6.654 -2.723 -1.069  -0.2400
C14 -3.071 -2.244 -0.576  -0.1600
C15 -3.881 -2.170 0.719  -0.2073
C16 -4.365 -3.517 1.233  -0.8722
O6 -4.531 -4.505 0.560  -0.0125
I3 -4.862 -3.493 3.327  0.8803
H1 1.726 -4.085 0.566  0.0723
H2 0.568 -5.290 0.076  0.0611
H3 0.810 -4.956 1.800  0.0427
H4 -0.865 0.886 1.490  0.1186
H5 -0.499 0.873 -0.188  0.1067
H6 0.590 -1.181 1.723  0.0718
H7 1.937 1.495 1.330  0.0916
H8 2.423 0.159 2.351  0.0934
H9 0.956 1.029 2.756  0.0828
H10 2.132 -0.081 -0.294  0.0664
H11 -1.914 0.166 -4.476  0.1153
H12 -1.762 1.595 -3.512  0.0995
H13 0.635 -0.739 -3.749  0.0324
H14 -3.903 -0.608 -3.509  0.1313
H15 -2.480 -3.198 -3.095  0.0622
H16 -3.222 -2.587 -4.545  0.0850
H17 -1.616 -2.050 -4.053  0.0568
H18 -4.525 -0.916 -1.346  0.0959
H19 -5.842 -1.278 -3.912  0.0511
H20 -5.458 -2.900 -4.603  0.0369
H21 -6.975 -2.595 -3.792  0.0472
H22 -6.766 -3.559 -0.393  0.0403
H23 -6.604 -1.777 -0.537  0.0483
H24 -7.553 -2.662 -1.674  0.0449
H25 -2.939 -3.293 -0.821  0.1295
H26 -3.360 -1.692 1.538  0.0348
H27 -4.793 -1.588 0.596  0.1112
C17 -3.315 0.949 7.526  -0.0732
C18 -3.266 -0.229 6.569  -0.2788
O7 -4.155 -0.119 5.469  -0.1841
C19 -3.959 0.988 4.613  -0.2769
C20 -2.590 1.024 3.951  -0.0771
H28 -4.328 1.092 7.902  0.0846
H29 -2.650 0.772 8.371  0.0807
H30 -3.003 1.879 7.048  0.0675
H31 -3.568 -1.135 7.094  0.1193
H32 -2.241 -0.398 6.217  0.1065
H33 -4.155 1.926 5.145  0.1118
H34 -4.729 0.899 3.845  0.1156
H35 -1.785 1.131 4.679  0.0726
H36 -2.529 1.869 3.263  0.0796
H37 -2.412 0.102 3.390  0.0539
C21 7.445 -0.147 -1.095  -0.0713
C22 6.170 -0.354 -0.297  -0.2726
O8 5.166 0.612 -0.557  -0.1800
C23 4.699 0.691 -1.890  -0.2770
C24 4.073 -0.597 -2.396  -0.0687
H38 7.852 0.849 -0.912  0.0822
H39 8.191 -0.887 -0.807  0.0800
H40 7.278 -0.245 -2.169  0.0678
H41 6.390 -0.263 0.766  0.1199
H42 5.778 -1.366 -0.450  0.1079
H43 5.497 1.026 -2.561  0.1148
H44 3.944 1.479 -1.887  0.1152
H45 4.788 -1.420 -2.441  0.0758
H46 3.675 -0.449 -3.402  0.0805
H47 3.260 -0.899 -1.736  0.0438
C25 5.265 3.648 0.473  -0.0779
C26 4.977 5.127 0.664  -0.2803
O9 5.948 5.982 0.093  -0.1547
C27 6.137 5.864 -1.305  -0.2809
C28 4.891 6.151 -2.126  -0.0799
H48 6.244 3.393 0.880  0.0871
H49 4.511 3.044 0.980  0.0694
H50 5.262 3.362 -0.578  0.0525
H51 4.974 5.363 1.729  0.1181
H52 3.977 5.376 0.286  0.1060
H53 6.542 4.877 -1.555  0.1059
H54 6.909 6.592 -1.554  0.1191
H55 4.092 5.435 -1.924  0.0618
H56 5.123 6.098 -3.190  0.0764
H57 4.508 7.148 -1.903  0.0816

=====

Record 3
A gas-phase ion, C3H6N3O2S (charge +1) at a distorted geometry, computed with ωB97M-V/def2-TZVPD.

Summary:
total energy	-830.3243	hartree
LUMO	-5.52	eV
charge	+1
E_HOMO	-14.057	eV
energy relative to the best compared isomer or geometry (same formula, charge and spin)	154.7	kcal per mole

Last column: Löwdin charge in e.
CARTESIAN COORDINATES (ANGSTROEM)
C1 -0.750 1.160 0.804  -0.1874
C2 1.453 0.188 0.251  -0.1174
C3 0.658 -1.155 0.337  -0.2432
N1 -3.763 -0.089 0.194  -0.0761
N2 0.458 1.310 0.388  -0.0517
N3 -3.023 -0.101 -0.819  -0.0152
O1 -1.784 -0.541 -0.641  -0.3457
O2 -4.900 0.435 0.091  0.0487
S1 -1.017 -0.622 0.974  1.1948
H1 2.280 0.300 0.961  0.1422
H2 1.667 0.197 -0.803  0.1233
H3 0.670 -1.841 -0.482  0.1014
H4 1.057 -1.840 1.046  0.0800
H5 0.586 2.297 0.186  0.1566
H6 -5.254 0.595 -0.860  0.1897